Formula: C14H14Cl2NO3Se2TcTe2
Source: the Open Molecules 2025 dataset
Level of theory: ωB97M-V/def2-TZVPD

Atoms and positions in Å:
1 Tc 0.697 1.873 0.307
2 Se 2.452 3.369 1.064
3 Te 1.722 5.717 0.803
4 Te 0.071 5.516 -1.285
5 Se 0.261 3.128 -1.780
6 O 1.163 0.625 2.009
7 C 2.471 0.093 1.824
8 C 2.658 -0.329 0.396
9 C 3.412 -1.423 0.021
10 C 3.539 -1.724 -1.325
11 C 2.897 -0.929 -2.256
12 C 2.148 0.143 -1.808
13 N 2.034 0.445 -0.512
14 H 0.510 -0.156 1.816
15 H 2.634 -0.740 2.510
16 H 3.178 0.888 2.079
17 H 3.884 -2.031 0.779
18 H 4.128 -2.576 -1.638
19 H 2.961 -1.128 -3.315
20 H 1.629 0.792 -2.500
21 Cl -1.055 3.241 1.368
22 C -1.223 2.660 3.074
23 Cl -1.881 1.053 3.146
24 H -1.900 3.371 3.536
25 H -0.224 2.685 3.501
26 O -0.312 -1.177 1.113
27 C -0.993 -0.619 0.244
28 O -0.804 0.620 -0.113
29 C -2.094 -1.328 -0.450
30 C -2.376 -2.644 -0.087
31 C -3.395 -3.330 -0.724
32 C -4.129 -2.703 -1.723
33 C -3.850 -1.393 -2.085
34 C -2.833 -0.701 -1.448
35 H -1.792 -3.113 0.692
36 H -3.619 -4.349 -0.443
37 H -4.926 -3.239 -2.221
38 H -4.427 -0.910 -2.861
39 H -2.614 0.324 -1.712

Its HOMO energy (spin up / spin down) is -10.76 / -11.11 eV. Its spin multiplicity is 2. Its total charge is +1. The gap between HOMO and LUMO (spin up / spin down) comes out at 6.227 / 5.642 eV. The value obtained for the total energy is -7162.318852 Eh.



Formula: CH3ClN2
Source: the Open Molecules 2025 dataset
Level of theory: ωB97M-V/def2-TZVPD

Atoms and positions in Å:
1 C 0.103 0.879 -0.331
2 N -0.534 -0.442 -0.247
3 N 0.217 -1.310 0.836
4 Cl -0.608 -2.713 0.920
5 H 0.234 1.495 0.573
6 H -0.515 1.367 -1.059
7 H 1.104 0.723 -0.691

Its HOMO energy (spin up / spin down) is -10.11 / -10.33 eV. Its SMILES is C/N=N/Cl. The gap between HOMO and LUMO (spin up / spin down) comes out at 9.412 / 9.436 eV. The value obtained for the total energy is -609.444080 Eh.



Formula: C4H7ClNO2
Source: the Open Molecules 2025 dataset
Level of theory: ωB97M-V/def2-TZVPD

Atoms and positions in Å:
1 C -0.523 -0.100 0.397
2 C -0.724 2.520 1.390
3 C 0.650 2.151 0.889
4 C -0.303 1.258 0.667
5 N 0.669 -0.948 -0.071
6 O -1.552 -0.699 0.375
7 O 0.209 -2.677 -2.142
8 Cl -1.239 -3.634 -2.300
9 H -0.906 2.477 2.480
10 H -1.271 3.336 1.003
11 H 0.674 -2.635 -3.038
12 H 1.589 2.552 0.948
13 H 0.200 -1.658 -0.704
14 H 1.085 -1.371 0.800
15 H 1.442 -0.571 -0.695

Its HOMO energy is -14.27 eV. Its total charge is +1. The gap between HOMO and LUMO comes out at 9.392 eV. The value obtained for the total energy is -821.610293 Eh.



Formula: CH3O3
Source: the Open Molecules 2025 dataset
Level of theory: ωB97M-V/def2-TZVPD

Atoms and positions in Å:
1 O 0.154 0.658 -1.845
2 C -0.429 -0.225 -1.223
3 O 0.073 -1.172 -0.548
4 H -1.593 -0.267 -1.286
5 H 0.758 -0.181 1.034
6 H 0.201 0.550 2.290
7 O 0.837 0.637 1.579

Its HOMO energy is -4.10 eV. Its total charge is -1. The gap between HOMO and LUMO comes out at 8.521 eV. The value obtained for the total energy is -265.683472 Eh.



Formula: C20H23IrN3O5S6
Source: the Open Molecules 2025 dataset
Level of theory: ωB97M-V/def2-TZVPD

Atoms and positions in Å:
1 Ir 2.050 1.459 1.192
2 S 4.344 2.068 1.604
3 S 4.530 3.553 2.781
4 S 1.113 3.908 1.017
5 S 1.034 2.942 2.708
6 C -4.686 4.321 2.319
7 C -4.708 3.662 0.945
8 S -3.509 2.356 0.881
9 O -3.912 1.279 1.750
10 O -2.179 2.914 1.040
11 C -3.586 1.721 -0.795
12 C -2.971 0.319 -0.870
13 N -1.756 0.176 -0.041
14 C -0.613 0.860 -0.231
15 N 0.190 0.691 0.816
16 C -0.468 -0.086 1.739
17 C -1.663 -0.410 1.206
18 N -2.603 -1.345 1.781
19 O -2.446 -1.581 2.955
20 O -3.412 -1.864 1.040
21 C -0.315 1.696 -1.417
22 H -5.432 5.112 2.339
23 H -3.713 4.761 2.526
24 H -4.926 3.601 3.099
25 H -4.449 4.360 0.147
26 H -5.671 3.199 0.729
27 H -3.091 2.446 -1.439
28 H -4.634 1.651 -1.087
29 H -2.716 0.077 -1.901
30 H -3.674 -0.424 -0.513
31 H -0.049 -0.393 2.680
32 H -0.739 1.261 -2.321
33 H 0.762 1.783 -1.554
34 H -0.725 2.698 -1.277
35 O 2.966 0.110 0.003
36 S 2.259 -0.764 -1.110
37 C 1.422 -2.022 -0.195
38 C 1.847 -2.405 1.072
39 C 1.093 -3.336 1.769
40 C -0.063 -3.865 1.204
41 C -0.470 -3.477 -0.066
42 C 0.271 -2.541 -0.774
43 C 3.612 -1.553 -1.894
44 C 4.334 -2.584 -1.294
45 C 5.400 -3.126 -1.985
46 C 5.730 -2.648 -3.251
47 C 5.000 -1.626 -3.838
48 C 3.927 -1.069 -3.160
49 H 2.743 -1.981 1.507
50 H 1.409 -3.655 2.753
51 H -0.651 -4.583 1.759
52 H -1.367 -3.896 -0.500
53 H -0.041 -2.226 -1.763
54 H 4.063 -2.965 -0.320
55 H 5.974 -3.930 -1.544
56 H 6.561 -3.087 -3.786
57 H 5.258 -1.268 -4.825
58 H 3.343 -0.276 -3.608

Its HOMO energy (spin up / spin down) is -14.53 / -14.97 eV. Its spin multiplicity is 6. Its total charge is +2. The gap between HOMO and LUMO (spin up / spin down) comes out at 8.186 / 6.095 eV. The value obtained for the total energy is -3809.134913 Eh.



Formula: CH3NO3S
Source: the Open Molecules 2025 dataset
Level of theory: ωB97M-V/def2-TZVPD

Atoms and positions in Å:
1 C 0.028 0.157 0.267
2 N 0.234 -0.866 0.954
3 O -0.403 1.226 -0.012
4 O -0.282 -1.117 2.327
5 O 0.898 0.004 -1.990
6 S 0.396 1.392 -2.201
7 H 0.777 -1.675 0.694
8 H -0.742 -0.317 2.620
9 H -0.907 1.196 -2.659

Its HOMO energy (spin up / spin down) is -7.81 / -8.17 eV. The gap between HOMO and LUMO (spin up / spin down) comes out at 7.405 / 8.088 eV. The value obtained for the total energy is -718.379495 Eh.



Formula: C29H38N4OOsP2
Source: the Open Molecules 2025 dataset
Level of theory: ωB97M-V/def2-TZVPD

Atoms and positions in Å:
1 Os 0.005 1.219 -0.014
2 C -1.587 1.328 -2.500
3 C -1.355 0.013 -2.519
4 C -0.364 -0.523 -3.548
5 C 0.976 0.280 -3.473
6 C 1.189 0.877 -2.093
7 C 0.696 2.181 -1.638
8 C 0.051 3.060 -2.780
9 C -1.041 2.303 -3.515
10 C 1.056 1.712 1.902
11 H -2.373 1.768 -1.905
12 H -2.129 -0.710 -2.165
13 H -0.773 -0.459 -4.565
14 H -0.159 -1.575 -3.401
15 H 1.792 -0.398 -3.732
16 H 0.979 0.994 -4.302
17 H 2.148 0.503 -1.719
18 H 1.400 2.910 -1.218
19 H 0.814 3.420 -3.478
20 H -0.340 3.937 -2.261
21 H -1.792 3.000 -3.897
22 H -0.659 1.816 -4.418
23 H 0.358 2.459 2.358
24 H 2.086 2.044 2.045
25 H 1.025 0.886 2.624
26 P 1.533 -0.668 0.662
27 P -1.511 -0.547 0.242
28 N 3.254 0.100 0.225
29 N 2.362 -1.797 1.917
30 N -2.991 0.704 -0.029
31 N -2.725 -1.552 1.282
32 C 0.988 -1.852 -0.632
33 C -0.546 -2.094 -0.528
34 C 3.204 1.456 0.055
35 C 4.431 1.976 -0.251
36 C 5.316 0.865 -0.331
37 C 4.577 -0.275 -0.002
38 C 3.306 -1.328 2.831
39 C 4.190 -2.345 3.121
40 C 3.749 -3.506 2.432
41 C 2.603 -3.153 1.746
42 C -2.858 2.042 0.157
43 C -3.989 2.715 -0.386
44 C -4.775 1.700 -1.019
45 C -4.119 0.463 -0.803
46 C -4.094 -1.468 1.522
47 C -4.418 -2.428 2.463
48 C -3.228 -3.063 2.856
49 C -2.208 -2.545 2.114
50 H 1.551 -2.798 -0.613
51 H 1.233 -1.366 -1.594
52 H -0.969 -2.286 -1.532
53 H -0.794 -2.950 0.123
54 H 2.244 1.925 0.101
55 H 4.658 3.039 -0.355
56 H 6.362 0.894 -0.624
57 H 4.888 -1.312 0.080
58 H 3.246 -0.338 3.233
59 H 5.067 -2.288 3.738
60 H 4.187 -4.484 2.432
61 H 1.914 -3.723 1.156
62 H -1.922 2.529 0.469
63 H -4.144 3.778 -0.268
64 H -5.677 1.784 -1.579
65 H -4.382 -0.544 -1.064
66 H -4.749 -0.780 0.998
67 H -5.448 -2.645 2.776
68 H -3.097 -3.834 3.620
69 H -1.144 -2.766 2.082
70 C -0.945 -0.078 3.077
71 C -1.280 0.781 1.822
72 O -2.108 1.635 2.244
73 H -0.195 -0.889 2.983
74 H -1.922 -0.403 3.460
75 H -0.628 0.673 3.801

Its HOMO energy (spin up / spin down) is -12.60 / -13.35 eV. Its spin multiplicity is 5. Its total charge is +2. The gap between HOMO and LUMO (spin up / spin down) comes out at 5.508 / 4.314 eV. The value obtained for the total energy is -2194.402144 Eh.



Formula: C4H8BrN
Source: the Open Molecules 2025 dataset
Level of theory: ωB97M-V/def2-TZVPD

Atoms and positions in Å:
1 C -1.322 1.762 -0.387
2 C 2.887 -0.801 -0.452
3 C -2.460 0.000 0.677
4 C 1.762 -1.020 0.519
5 N -2.364 1.062 -0.302
6 Br 0.960 -2.661 0.432
7 H -1.300 2.532 -1.059
8 H 3.757 -0.606 0.086
9 H 2.768 0.201 -0.817
10 H 2.963 -1.441 -1.311
11 H -2.426 -0.832 -0.063
12 H -3.383 0.020 1.177
13 H -1.581 0.138 1.437
14 H -0.262 1.646 0.064

Its HOMO energy is -8.70 eV. The gap between HOMO and LUMO comes out at 8.133 eV. The value obtained for the total energy is -2785.789230 Eh.



Formula: C8H7NO2
Source: the Open Molecules 2025 dataset
Level of theory: ωB97M-V/def2-TZVPD

Atoms and positions in Å:
1 C -2.166 -0.169 1.855
2 C -1.052 -0.165 0.923
3 C -0.792 -1.390 0.264
4 C 0.095 -1.401 -0.831
5 C 0.850 -0.239 -1.004
6 C 2.346 1.323 -1.489
7 C 0.647 0.905 -0.195
8 C -0.193 0.833 0.878
9 H -2.009 -0.211 3.011
10 H -2.711 0.978 1.772
11 H -3.015 -1.091 1.354
12 H -1.438 -2.336 0.392
13 H 0.287 -2.099 -1.776
14 H 2.939 -0.678 -1.944
15 H -0.418 1.846 1.268
16 N 1.853 0.136 -1.915
17 O 3.351 1.854 -1.944
18 O 1.425 1.905 -0.619

Its HOMO energy is -8.57 eV. The gap between HOMO and LUMO comes out at 8.536 eV. The value obtained for the total energy is -514.162230 Eh.



Formula: C3H3NO
Source: the Open Molecules 2025 dataset
Level of theory: ωB97M-V/def2-TZVPD

Atoms and positions in Å:
1 C -1.073 -0.483 -0.033
2 C -0.804 0.811 0.045
3 O 0.613 0.944 -0.020
4 C 1.062 -0.268 -0.004
5 N 0.150 -1.201 -0.010
6 H -1.967 -1.038 0.114
7 H -1.290 1.805 -0.061
8 H 2.192 -0.263 0.130

Its HOMO energy is -9.82 eV. Its SMILES is c1cocn1. The gap between HOMO and LUMO comes out at 10.861 eV. The value obtained for the total energy is -246.076153 Eh.



Formula: CH3N4Si
Source: the Open Molecules 2025 dataset
Level of theory: ωB97M-V/def2-TZVPD

Atoms and positions in Å:
1 C 1.015 1.883 0.121
2 N 4.252 -0.613 -0.093
3 N 1.257 3.011 0.081
4 N 1.985 -0.637 0.085
5 N 3.133 -0.568 -0.004
6 Si 0.342 0.182 -0.235
7 H -0.288 -0.421 0.993
8 H -1.348 0.816 -0.717
9 H 0.248 -0.241 -1.732

Its HOMO energy (spin up / spin down) is -0.02 / -5.81 eV. Its spin multiplicity is 3. Its total charge is -1. The gap between HOMO and LUMO (spin up / spin down) comes out at 4.636 / 6.916 eV. The value obtained for the total energy is -548.229985 Eh.



Formula: C7H15NO
Source: the Open Molecules 2025 dataset
Level of theory: ωB97M-V/def2-TZVPD

Atoms and positions in Å:
1 C -0.294 -1.838 1.114
2 C 0.559 -1.075 0.440
3 C 0.645 0.381 0.615
4 C -0.342 1.208 0.948
5 C -0.220 2.697 0.920
6 C 1.280 -1.614 -0.802
7 C 0.752 -0.949 -2.061
8 N 1.429 0.236 -2.569
9 H -0.494 -2.901 1.024
10 H -0.876 -1.410 1.920
11 H 1.589 0.824 0.334
12 H -1.354 0.847 1.099
13 H -0.096 3.181 -0.059
14 H 0.657 3.054 1.472
15 H -1.115 3.159 1.291
16 H 2.310 -1.294 -0.577
17 H 1.293 -2.695 -0.767
18 H 0.677 -1.612 -2.910
19 H -0.315 -0.718 -1.963
20 H 2.198 0.022 -3.184
21 H 1.797 0.864 -1.867
22 O -3.249 0.069 2.201
23 H -3.578 0.439 1.370
24 H -3.253 -0.875 2.010

Its HOMO energy is -8.59 eV. Its SMILES is C=C(/C=C/C)CCN.O. The gap between HOMO and LUMO comes out at 9.310 eV. The value obtained for the total energy is -405.645547 Eh.